No. 1
Here is a cluster of 4 separate species, C36H82FN13O7P3 in total at a distorted geometry from OMol25. Energies are from ωB97M-V/def2-TZVPD.

Frontier orbital gap ... 6.3 eV
Charge ... +1
Molar mass ... 921.06 g/mol

Last column: Mulliken charge in e.
Atoms and positions in Å:
C  -0.01477  -0.21673  4.59367  0.34
C  -0.94506  -0.41699  3.84280  -1.09
C  -2.19748  -1.00754  3.10017  -0.29
N  -1.79483  -1.83353  1.90118  0.26
C  -2.15310  -1.28829  0.59567  -0.57
O  -3.30090  -1.95504  -0.01051  -0.06
O  -3.06082  -1.83016  -1.36535  -0.43
C  -1.15103  -2.96346  2.16915  0.36
N  -0.76011  -3.49343  3.42544  -0.50
C  -0.07364  -4.69270  3.25792  0.37
F  0.45989  -5.46855  4.21549  -0.22
N  -0.07841  -4.88728  1.88278  0.14
C  0.56706  -6.14946  1.42857  -0.98
C  2.16338  -6.11329  1.52946  -0.77
C  2.80173  -5.35735  0.26673  0.45
C  3.79256  -6.32242  -0.53819  -0.88
C  4.90503  -5.44225  -1.28732  -0.69
C  4.33829  -4.81579  -2.65117  -0.37
C  5.51404  -3.98962  -3.33141  -1.01
C  5.14829  -2.49676  -3.73548  -0.35
O  4.12640  -1.86857  -2.92330  -0.33
C  4.55939  -1.62304  -1.61609  0.66
C  5.60748  -0.51702  -1.22168  -0.84
O  4.05535  -2.28621  -0.71930  -0.53
N  -0.70918  -3.90101  1.21897  0.69
C  -0.79338  -4.02892  -0.23057  -0.27
C  -1.94054  -4.59710  -0.75708  -0.57
H  0.70578  -0.10333  5.44445  0.40
H  -2.88715  -0.16209  2.79997  0.22
H  -2.74948  -1.72810  3.77977  0.28
H  -1.29584  -1.35703  -0.13454  0.43
H  -2.43775  -0.19761  0.69303  0.33
H  -3.90193  -1.59272  -1.80810  0.32
H  0.24260  -6.96086  2.16019  0.41
H  0.24651  -6.50590  0.41151  0.44
H  2.55691  -7.18239  1.48159  0.47
H  2.52191  -5.70996  2.52658  0.30
H  3.38568  -4.46620  0.63488  0.22
H  1.93833  -4.99669  -0.37199  -0.36
H  4.32186  -6.96662  0.22349  0.46
H  3.19465  -6.95001  -1.26868  0.23
H  5.28941  -4.61082  -0.62376  0.29
H  5.78399  -6.11106  -1.55084  0.40
H  3.38184  -4.24370  -2.49818  0.13
H  4.08487  -5.70798  -3.30447  0.53
H  6.46957  -4.05054  -2.71889  0.38
H  5.76251  -4.52829  -4.30578  0.37
H  6.10084  -1.88322  -3.58653  0.24
H  4.88954  -2.42028  -4.82605  0.39
H  5.04768  0.22705  -0.56830  0.32
H  6.36686  -1.00769  -0.54834  0.29
H  6.09025  -0.01735  -2.11310  0.19
H  0.05587  -3.72029  -0.91357  0.23
H  -2.36486  -4.30161  -1.75231  0.26
H  -2.51655  -5.37136  -0.16499  0.25
O  -5.46918  0.04098  3.07199  -0.69
P  -6.73752  -0.53806  3.71485  0.85
N  -6.80494  -1.86101  2.62716  0.37
C  -7.93094  -2.40424  1.90042  -0.97
C  -5.88569  -2.94127  2.97085  -0.90
N  -7.70484  0.82914  3.23200  0.15
C  -8.28489  0.92106  1.89845  -1.05
C  -7.06167  2.12045  3.52380  -1.27
N  -8.14957  -1.18389  4.60055  -0.09
C  -9.54670  -0.89533  4.32171  -0.90
C  -7.92811  -0.98101  6.04725  -1.11
H  -8.57929  -3.02706  2.53142  0.36
H  -7.58329  -3.03537  1.07595  0.34
H  -8.53266  -1.64325  1.41437  0.22
H  -6.28145  -3.55122  3.79395  0.28
H  -4.91578  -2.54231  3.28176  -0.06
H  -5.69163  -3.59209  2.11409  0.38
H  -7.54544  0.73151  1.11004  0.25
H  -8.72029  1.90981  1.72764  0.39
H  -9.12733  0.24091  1.77729  0.28
H  -6.32127  2.39138  2.76107  0.38
H  -6.55135  2.09325  4.48982  0.36
H  -7.80965  2.91512  3.57534  0.44
H  -9.81346  0.15087  4.50158  0.31
H  -10.18040  -1.51019  4.96927  0.38
H  -9.83752  -1.16445  3.30860  0.26
H  -8.00805  0.07738  6.31496  0.37
H  -6.92700  -1.32724  6.32810  0.33
H  -8.64054  -1.55296  6.64681  0.37
O  6.49128  0.88097  -5.09956  -0.76
P  5.80261  2.05610  -5.80967  0.92
N  4.78968  1.03284  -6.73756  0.25
C  4.46711  1.07887  -8.14604  -0.95
C  3.63972  0.53322  -5.99217  -1.12
N  7.26996  2.53472  -6.62105  0.15
C  7.70215  1.89474  -7.85686  -1.06
C  8.43327  2.58895  -5.72183  -1.14
N  4.99219  3.49422  -6.49712  -0.05
C  5.37326  4.20071  -7.70847  -0.91
C  4.82790  4.49630  -5.42495  -1.10
H  3.72339  1.85210  -8.38333  0.35
H  4.04953  0.12094  -8.47248  0.37
H  5.33761  1.21653  -8.77928  0.22
H  2.85585  1.29899  -5.91205  0.28
H  3.93315  0.24156  -4.97960  0.21
H  3.21183  -0.35824  -6.45807  0.39
H  7.69575  0.80020  -7.78180  0.27
H  8.71255  2.21238  -8.13027  0.40
H  7.09305  2.20410  -8.70568  0.26
H  8.86650  1.59597  -5.55181  0.33
H  8.15622  3.00342  -4.74949  0.36
H  9.20807  3.23581  -6.14044  0.38
H  6.34931  4.69043  -7.63110  0.31
H  4.63322  4.97889  -7.92314  0.39
H  5.36861  3.56024  -8.58776  0.25
H  5.78980  4.93939  -5.14662  0.37
H  4.39964  4.02698  -4.53207  0.33
H  4.14294  5.29450  -5.72237  0.36
O  -0.35616  3.35079  4.85474  -0.81
P  -1.09087  4.52811  4.20517  0.85
N  -2.14013  3.50830  3.30936  0.50
C  -2.53309  3.57727  1.92123  -0.89
C  -3.24953  2.98036  4.10036  -1.09
N  0.32842  5.03658  3.32616  0.15
C  0.70119  4.42290  2.05939  -1.03
C  1.53655  5.08764  4.16424  -1.09
N  -1.95049  5.96778  3.58646  -0.04
C  -1.64024  6.69936  2.37028  -0.93
C  -2.06968  6.94930  4.68386  -1.11
H  -3.29616  4.34618  1.73613  0.37
H  -2.95715  2.61993  1.59716  0.12
H  -1.69673  3.73703  1.24780  0.24
H  -4.03638  3.73602  4.23180  0.31
H  -2.90732  2.67198  5.09196  0.39
H  -3.69010  2.09324  3.63614  0.11
H  0.70924  3.32656  2.11563  0.24
H  1.69298  4.75584  1.73915  0.39
H  0.04536  4.74032  1.24886  0.25
H  1.98762  4.09635  4.29386  0.32
H  1.30686  5.48223  5.15663  0.36
H  2.28222  5.74984  3.71724  0.35
H  -0.66662  7.19890  2.40604  0.33
H  -2.39850  7.47260  2.20797  0.39
H  -1.68357  6.07423  1.48079  0.26
H  -1.09939  7.39842  4.92007  0.38
H  -2.44606  6.45981  5.58885  0.35
H  -2.77747  7.74458  4.43661  0.35

Cartesian forces (eV/Å) of the 3 atoms listed first:
-0.2 -0.1 0.7
-1.0 -1.3 -0.2
1.0 0.6 1.2

---

No. 2
Here is a structure of composition C22H42Cl6F12N2O15S4V at a distorted geometry from OMol25. Energies are from ωB97M-V/def2-TZVPD.

2S+1 ... 2
<S²> ... 0.777
Frontier orbital gap (alpha / beta) ... 7.0 / 7.6 eV
Charge ... 0
Molar mass ... 1194.48 g/mol

Last column: Löwdin spin population.
Atoms and positions in Å:
O  3.71655  -0.38692  -0.39434  -0.20
V  2.81916  -0.97019  0.75792  1.13
C  4.80927  -3.64923  -1.72498  0.00
F  5.76149  -4.03453  -0.90915  0.00
F  5.06863  -2.41497  -2.11531  0.00
F  4.74613  -4.46557  -2.74653  0.00
S  3.10597  -3.62223  -0.91564  0.00
O  2.45724  -2.57267  -1.62886  0.01
O  2.54398  -4.90621  -0.97540  0.01
N  3.35095  -2.97668  0.67202  0.01
S  3.57726  -4.29274  1.60771  0.00
O  2.32638  -4.80467  2.06183  0.00
O  4.51721  -5.23811  1.08637  0.00
C  4.39281  -3.60105  3.10824  0.00
F  5.68882  -3.41927  2.92459  0.00
F  3.80569  -2.41886  3.45930  0.00
F  4.21607  -4.45155  4.08434  0.00
C  1.50265  0.40101  -2.84671  0.00
F  2.82412  0.36681  -2.78493  0.00
F  1.09708  1.34522  -3.66082  0.00
F  1.06738  -0.77913  -3.24450  0.00
S  0.85509  0.86095  -1.13620  0.00
O  1.82353  1.78764  -0.63735  0.00
O  -0.46315  1.34421  -1.28568  0.00
N  0.98869  -0.51740  -0.18979  0.01
S  -0.32949  -1.47269  -0.29751  0.00
O  -1.03972  -1.41218  -1.51004  0.00
O  0.01872  -2.76476  0.16729  0.00
C  -1.47563  -0.78594  1.03811  0.00
F  -2.56920  -0.28865  0.47574  0.00
F  -1.84924  -1.78924  1.81823  0.00
F  -0.90679  0.19447  1.76632  0.00
C  -1.87368  -3.89880  -3.34107  0.00
O  -2.87249  -4.14947  -2.41440  0.00
C  -4.13959  -4.01883  -3.00671  0.00
C  -5.22093  -4.19264  -1.96220  0.00
O  -5.32012  -3.11069  -1.08569  0.00
C  -4.16688  -2.86100  -0.28644  0.00
H  -1.86758  -4.65609  -4.13592  0.00
H  -0.91359  -3.86401  -2.83587  0.00
H  -2.03624  -2.91504  -3.80629  0.00
H  -4.23141  -4.80358  -3.77346  0.00
H  -4.22992  -3.01862  -3.45636  0.00
H  -4.99416  -5.12353  -1.42193  0.00
H  -6.16878  -4.21427  -2.49350  0.00
H  -3.55678  -2.04323  -0.68602  0.00
H  -3.56467  -3.74736  -0.08662  0.00
H  -4.49595  -2.40831  0.66414  0.00
C  4.06685  5.16436  -1.44255  0.00
O  3.71381  5.37714  -2.77082  0.00
C  3.31860  4.20185  -3.41063  0.00
C  2.78508  4.57676  -4.77021  0.00
O  1.70172  5.42205  -4.74834  0.00
C  0.54591  4.80661  -4.23912  0.00
H  3.15266  4.98144  -0.85309  0.00
H  4.53578  6.06727  -1.06373  0.00
H  4.73264  4.29828  -1.33013  0.00
H  2.55523  3.68261  -2.80741  0.00
H  4.17830  3.51727  -3.47005  0.00
H  2.55876  3.66578  -5.34994  0.00
H  3.62325  5.02805  -5.31023  0.00
H  0.35045  3.84984  -4.74475  0.00
H  -0.31613  5.40595  -4.53395  0.00
H  0.55842  4.68867  -3.15334  0.00
C  0.91296  -2.25947  3.14014  0.00
O  1.57495  -1.10035  2.60303  0.00
C  1.72473  -0.04932  3.56301  0.00
C  1.92730  1.22070  2.77427  0.00
O  2.95835  0.94843  1.83675  0.02
C  3.74761  2.09217  1.50632  0.00
H  -0.13592  -1.97526  3.30495  0.00
H  1.33276  -2.56686  4.09128  0.00
H  0.83106  -3.01121  2.36122  0.00
H  2.63193  -0.24695  4.14424  0.00
H  0.83504  0.03546  4.18580  0.00
H  2.15983  2.02075  3.47792  0.00
H  1.00827  1.46767  2.24321  0.00
H  4.55899  1.76147  0.86854  0.00
H  4.15729  2.54525  2.41352  0.00
H  3.15047  2.84915  1.00183  0.00
Cl  -2.42553  3.28063  -3.98040  0.00
C  -3.01134  2.81972  -2.35751  0.00
C  -3.40519  1.35953  -2.31731  0.00
Cl  -4.80944  0.99830  -3.35191  0.00
H  -3.81557  3.49092  -2.07092  0.00
H  -2.17443  2.95122  -1.67812  0.00
H  -3.61620  1.09009  -1.28850  0.00
H  -2.58099  0.79775  -2.74170  0.00
Cl  -1.92257  4.56140  1.94747  0.00
C  -3.05115  3.76833  3.10411  0.00
C  -4.31488  4.57630  3.08690  0.00
Cl  -5.53542  3.88235  4.19849  0.00
H  -2.52054  3.73306  4.04775  0.00
H  -3.22208  2.74642  2.77177  0.00
H  -4.70837  4.65907  2.08177  0.00
H  -4.12409  5.55429  3.51869  0.00
Cl  -5.39290  -0.11138  4.72364  0.00
C  -4.26221  -1.37688  5.26412  0.00
C  -2.98004  -0.79206  5.83550  0.00
Cl  -1.98954  -0.17362  4.48268  0.00
H  -3.98785  -1.99219  4.41235  0.00
H  -4.75173  -1.97896  6.02537  0.00
H  -2.41949  -1.56682  6.35178  0.00
H  -3.21032  0.01752  6.52030  0.00

Cartesian forces (eV/Å) of the 3 atoms listed first:
-0.6 -0.7 1.9
0.3 1.4 -1.6
-0.3 0.2 0.9

---

No. 3
Here is a cluster of 2 separate species, C4H12N2 in total at a distorted geometry from OMol25. Energies are from ωB97M-V/def2-TZVPD.

2S+1 ... 2
<S²> ... 0.753
Frontier orbital gap (alpha / beta) ... 2.3 / 6.4 eV
Charge ... -1
Molar mass ... 88.15 g/mol
ΔE to the lowest compared entry with this formula, charge and spin ... 138.59 kJ/mol

Last column: natural (NBO) charge in e.
Atoms and positions in Å:
C  1.50851  -1.49103  0.52915  -0.63
C  0.59168  -2.60591  0.05293  -0.22
N  -0.65015  -2.04350  -0.50945  -0.81
H  0.98054  -0.59548  0.82359  0.25
H  2.22037  -1.80430  1.28559  0.18
H  2.17141  -1.17864  -0.28233  0.20
H  1.08384  -3.08298  -0.79511  0.17
H  0.40446  -3.37689  0.80911  0.15
H  -1.31016  -1.87873  0.23726  0.35
H  -1.05173  -2.72257  -1.13886  0.34
C  -0.68505  2.92727  0.86033  -0.46
C  -0.92567  2.12620  -1.34051  -0.51
N  -1.12593  1.89917  -0.06520  -0.64
H  -0.30968  3.81996  0.33196  0.13
H  0.14615  2.53187  1.45592  0.14
H  -1.49365  3.13424  1.54581  0.15
H  -0.15837  2.82613  -1.68785  0.08
H  -1.39660  1.51517  -2.11234  0.13

Cartesian forces (eV/Å) of the 3 atoms listed first:
0.8 0.1 -0.4
-0.3 0.3 -0.7
0.5 -0.4 0.2

---

No. 4
Here is a cluster of 2 separate species, C5H14 in total at a distorted geometry from OMol25. Energies are from ωB97M-V/def2-TZVPD.

Frontier orbital gap ... 12.0 eV
SMILES string ... CCC.CC
Charge ... 0
Molar mass ... 74.17 g/mol
ΔE to the lowest compared entry with this formula, charge and spin ... 107.45 kJ/mol

Last column: natural (NBO) charge in e.
Atoms and positions in Å:
C  -1.84538  0.22654  -0.38503  -0.62
C  -0.98013  1.45609  -0.27942  -0.40
C  -1.57641  2.77268  0.28466  -0.62
H  -1.20092  -0.51773  -0.89371  0.21
H  -2.44519  -0.14819  0.45143  0.22
H  -2.45908  0.43886  -1.26866  0.20
H  -0.46269  1.78491  -1.18834  0.21
H  -0.18094  1.16821  0.41618  0.19
H  -2.68502  2.83868  0.43203  0.21
H  -1.35937  3.63401  -0.36028  0.20
H  -0.97628  3.04695  1.15411  0.21
C  2.56584  -1.59778  -0.07605  -0.62
C  1.72262  -2.73790  0.49689  -0.62
H  3.00984  -1.86430  -1.03171  0.21
H  1.82130  -0.81131  -0.36158  0.20
H  3.19836  -1.09920  0.64444  0.21
H  0.65351  -2.52267  0.29882  0.20
H  1.80027  -2.95606  1.54267  0.21
H  1.76617  -3.61266  -0.14730  0.21

Cartesian forces (eV/Å) of the 3 atoms listed first:
0.1 0.1 -3.0
0.8 1.0 1.7
-0.2 0.6 -0.2